(1)
{"formula": "C23H26N2O3", "method": "ωB97M-V/def2-TZVPD", "multiplicity": 1, "e_homo_ev": -7.9, "relative_energy_ev": 1.764, "homo_lumo_gap_ev": 8.51, "smiles": "CCCCCC(=O)Nc1c(-c2ccc(OC)cc2)c(=O)c2ccccc2n1C", "elements": ["C", "C", "C", "C", "C", "C", "O", "N", "C", "C", "C", "O", "C", "C", "C", "C", "C", "C", "N", "C", "H", "H", "H", "H", "H", "H", "H", "C", "C", "C", "C", "C", "C", "H", "H", "O", "C", "H", "H", "H", "H", "H", "H", "H", "H", "H", "H", "H", "H", "H", "H", "H", "H", "H"], "coordinates": [[-1.870, 5.817, 1.494], [-2.136, 4.447, 0.882], [-0.945, 3.510, 1.068], [-1.208, 2.085, 0.582], [-1.401, 2.000, -0.939], [-1.463, 0.546, -1.357], [-2.484, -0.049, -1.599], [-0.212, -0.027, -1.426], [0.014, -1.418, -1.357], [0.741, -1.917, -0.315], [0.949, -3.346, -0.163], [1.638, -3.840, 0.720], [0.223, -4.157, -1.152], [0.254, -5.548, -1.029], [-0.425, -6.354, -1.912], [-1.165, -5.768, -2.934], [-1.209, -4.399, -3.078], [-0.507, -3.566, -2.197], [-0.524, -2.193, -2.338], [-1.055, -1.596, -3.543], [-0.734, -2.178, -4.407], [-2.144, -1.542, -3.511], [-0.665, -0.586, -3.643], [-1.814, -3.977, -3.864], [-1.719, -6.389, -3.621], [-0.394, -7.427, -1.812], [0.830, -5.957, -0.212], [1.286, -1.015, 0.723], [2.253, -0.064, 0.420], [2.737, 0.803, 1.386], [2.257, 0.723, 2.689], [1.306, -0.249, 3.003], [0.832, -1.107, 2.036], [0.099, -1.857, 2.290], [0.956, -0.310, 4.022], [2.642, 1.534, 3.714], [3.632, 2.501, 3.472], [3.791, 3.006, 4.424], [4.572, 2.043, 3.146], [3.306, 3.234, 2.726], [3.490, 1.525, 1.111], [2.660, -0.010, -0.582], [0.529, 0.507, -0.990], [-2.337, 2.477, -1.224], [-0.573, 2.500, -1.447], [-2.100, 1.691, 1.073], [-0.365, 1.457, 0.882], [-0.077, 3.918, 0.543], [-0.695, 3.465, 2.131], [-2.350, 4.568, -0.181], [-3.017, 4.005, 1.353], [-1.683, 5.729, 2.562], [-2.725, 6.474, 1.349], [-1.000, 6.280, 1.032]], "forces_ev_per_angstrom": [[-0.15, -0.16, -0.14], [0.31, 0.08, 0.12], [-0.34, -0.17, -0.05], [0.21, 0.22, -0.02], [-0.22, -0.11, 0.22], [-0.05, 0.52, -0.12], [-0.21, -0.18, 0.07], [0.56, -0.27, -0.18], [0.01, -0.05, 0.35], [0.06, 0.01, 0.08], [0.02, 0.21, -0.26], [-0.06, -0.01, 0.05], [-0.11, -0.16, -0.11], [-0.03, 0.03, -0.06], [0.05, -0.05, 0.09], [0.01, 0.11, -0.02], [-0.09, 0.03, -0.14], [0.21, -0.47, 0.30], [0.00, 0.31, 0.12], [-0.30, 0.14, -0.42], [0.03, 0.03, 0.05], [0.08, -0.03, -0.05], [-0.04, -0.12, -0.01], [-0.03, 0.07, -0.07], [-0.05, -0.02, -0.06], [0.00, -0.09, 0.02], [0.05, -0.01, 0.06], [0.10, 0.06, -0.16], [-0.16, -0.30, 0.14], [0.17, 0.35, 0.25], [-0.07, -0.05, -0.05], [0.08, 0.14, 0.07], [0.11, 0.16, -0.01], [-0.07, -0.09, 0.04], [-0.05, -0.01, 0.14], [-0.23, -0.30, -0.01], [0.17, 0.17, -0.05], [0.02, 0.00, -0.09], [-0.04, 0.02, 0.00], [0.02, -0.04, 0.02], [0.06, 0.08, 0.03], [0.03, -0.02, -0.09], [-0.21, -0.07, -0.06], [0.06, -0.05, -0.10], [0.03, 0.04, -0.04], [-0.01, -0.08, 0.04], [-0.02, -0.07, 0.03], [0.10, 0.03, 0.03], [0.08, 0.05, 0.03], [-0.10, -0.04, -0.04], [-0.08, -0.06, -0.06], [0.03, 0.04, 0.12], [-0.03, 0.14, 0.03], [0.09, 0.09, -0.01]], "mulliken_charge": [-1.361, -0.276, -0.884, 0.797, -1.122, 0.482, -0.610, -0.077, 0.364, 0.091, 0.192, -0.746, 0.351, -0.567, -0.693, -0.605, -0.611, 0.448, 0.035, -1.619, 0.592, 0.389, 0.398, 0.448, 0.403, 0.399, 0.488, 0.166, -0.608, -0.457, 0.959, -0.836, -0.598, 0.510, 0.440, -0.460, -0.831, 0.250, 0.336, 0.302, 0.430, 0.542, 0.306, 0.477, 0.251, 0.316, -0.597, 0.323, 0.409, 0.283, 0.326, 0.337, 0.380, 0.340]}



(2)
{"formula": "C2CuLiO4", "method": "ωB97M-V/def2-TZVPD", "multiplicity": 3, "e_homo_ev": [-7.0, -9.7], "relative_energy_ev": 1.801, "homo_lumo_gap_ev": [5.97, 6.56], "elements": ["O", "Li", "O", "O", "C", "C", "O", "Cu"], "coordinates": [[-0.235, -0.080, 0.526], [-1.145, -1.854, 0.517], [-1.377, 1.504, -0.656], [-2.303, -0.464, -0.062], [-1.409, 0.433, -0.060], [1.224, -0.157, -0.152], [2.156, -0.469, 0.557], [3.090, 1.088, -0.670]], "forces_ev_per_angstrom": [[4.15, -1.47, 0.50], [-0.51, 0.68, -0.10], [0.34, -0.95, 1.58], [0.39, -0.52, 1.15], [-1.24, 1.39, -4.12], [-0.28, 0.57, 2.62], [-2.57, 0.42, -1.51], [-0.28, -0.11, -0.12]], "mulliken_charge": [-0.455, 0.884, -0.557, -0.800, 0.840, 0.393, -0.257, -0.047]}



(3)
{"formula": "C10H11NS", "method": "ωB97M-V/def2-TZVPD", "multiplicity": 1, "e_homo_ev": -7.8, "relative_energy_ev": 6.234, "homo_lumo_gap_ev": 7.88, "smiles": "C=S1(=C)C=Cc2ccc(C)nc21", "elements": ["C", "C", "C", "C", "C", "C", "C", "C", "C", "C", "N", "S", "H", "H", "H", "H", "H", "H", "H", "H", "H", "H", "H"], "coordinates": [[-0.254, 0.008, -2.271], [1.114, -0.019, -2.351], [-0.835, -0.055, -1.054], [1.903, -0.103, -1.233], [0.019, -0.140, 0.032], [-2.263, 0.187, -0.768], [-2.662, 0.273, 0.515], [-1.627, -0.826, 2.924], [-1.329, 1.778, 2.214], [3.405, -0.190, -1.305], [1.312, -0.168, -0.049], [-1.254, 0.179, 1.695], [-0.865, -0.088, -3.231], [1.520, 0.281, -3.363], [-2.665, 0.559, -1.677], [-3.591, 0.518, 0.997], [-0.772, -1.053, 3.580], [-2.140, -1.668, 2.664], [-0.659, 2.430, 1.570], [-0.818, 1.795, 3.123], [3.636, -0.877, -0.594], [3.910, -0.491, -2.300], [3.950, 0.809, -0.984]], "forces_ev_per_angstrom": [[-1.08, -0.98, -2.51], [0.83, 1.37, -2.64], [-0.82, -0.02, 1.95], [0.43, 0.07, -1.14], [-0.94, 0.67, 0.72], [0.96, 0.36, 1.14], [1.58, -0.98, -0.96], [2.06, 0.92, 1.01], [1.63, 1.04, -2.06], [1.18, 3.26, -2.01], [0.09, -0.28, 1.91], [-0.87, 0.54, -1.68], [0.77, 0.67, 1.39], [-0.02, -0.99, 1.27], [-1.75, 0.00, -0.33], [-0.10, 0.15, -0.12], [-0.43, 0.53, -0.15], [-1.43, -2.17, -0.94], [-0.99, -0.67, 0.10], [0.38, -0.06, 2.15], [1.17, -2.06, 2.06], [-1.37, 0.45, 1.43], [-1.30, -1.81, -0.57]], "mulliken_charge": [-0.592, -0.378, 1.172, 0.401, 0.169, -0.720, -0.590, -1.028, -0.853, -1.173, -0.592, 0.561, 0.292, 0.278, 0.376, 0.456, 0.305, 0.401, 0.232, 0.338, 0.391, 0.318, 0.237]}



The records above yield largest force on an atom values of 0.65; 4.52; 4.01 eV Å⁻¹, respectively.